<1>
{
  "formula": "C19H26N4O3S",
  "method": "ωB97M-V/def2-TZVPD",
  "spin_multiplicity": 1,
  "smiles": "CC(C)N(C(=O)CSc1nnc(Cc2ccc3c(c2)OCO3)n1C)C(C)C",
  "e_lumo_ha": 0.0238,
  "symbols": ["C", "C", "C", "N", "C", "O", "C", "S", "C", "N", "N", "C", "C", "C", "C", "C", "C", "C", "C", "O", "C", "O", "N", "C", "C", "C", "C", "H", "H", "H", "H", "H", "H", "H", "H", "H", "H", "H", "H", "H", "H", "H", "H", "H", "H", "H", "H", "H", "H", "H", "H", "H", "H"],
  "positions_angstrom": [[3.97, 2.07, -2.28], [2.93, 2.06, -1.16], [1.58, 1.54, -1.66], [3.41, 1.29, 0.00], [3.50, -0.04, -0.12], [3.41, -0.63, -1.18], [3.72, -0.86, 1.17], [2.95, -2.48, 0.90], [1.37, -1.83, 0.57], [0.92, -0.68, 1.00], [-0.31, -0.51, 0.47], [-0.59, -1.55, -0.25], [-1.84, -1.79, -1.03], [-2.87, -0.74, -0.73], [-2.68, 0.56, -1.16], [-3.60, 1.57, -0.90], [-4.72, 1.23, -0.19], [-4.92, -0.08, 0.25], [-4.02, -1.08, 0.00], [-6.12, -0.15, 0.93], [-6.65, 1.15, 0.91], [-5.78, 2.01, 0.20], [0.45, -2.44, -0.23], [0.58, -3.70, -0.91], [3.59, 2.02, 1.25], [4.51, 3.23, 1.08], [2.23, 2.40, 1.85], [4.13, 1.06, -2.64], [3.62, 2.68, -3.11], [4.91, 2.47, -1.92], [2.78, 3.08, -0.81], [1.70, 0.57, -2.14], [1.17, 2.24, -2.39], [0.88, 1.43, -0.83], [3.24, -0.44, 2.04], [4.78, -1.05, 1.34], [-2.23, -2.78, -0.79], [-1.59, -1.77, -2.10], [-1.78, 0.80, -1.71], [-3.44, 2.59, -1.23], [-4.19, -2.08, 0.35], [-7.64, 1.14, 0.42], [-6.76, 1.52, 1.95], [0.19, -3.61, -1.92], [0.04, -4.48, -0.37], [1.64, -3.96, -0.94], [4.10, 1.34, 1.94], [4.76, 3.62, 2.07], [5.43, 2.94, 0.58], [4.04, 4.03, 0.52], [1.75, 3.17, 1.26], [2.37, 2.77, 2.86], [1.58, 1.53, 1.87]]
}



<2>
{
  "formula": "C19H26N4O3S",
  "method": "ωB97M-V/def2-TZVPD",
  "spin_multiplicity": 1,
  "smiles": "CNC(=O)[C@@H](CCSC)NC(=O)[C@@H](Cc1c[nH]c2ccccc12)NC(C)=O",
  "e_lumo_ha": 0.0232,
  "symbols": ["C", "N", "C", "O", "C", "C", "C", "S", "C", "N", "C", "O", "C", "C", "C", "C", "N", "C", "C", "C", "C", "C", "C", "N", "C", "C", "O", "H", "H", "H", "H", "H", "H", "H", "H", "H", "H", "H", "H", "H", "H", "H", "H", "H", "H", "H", "H", "H", "H", "H", "H", "H", "H"],
  "positions_angstrom": [[-2.75, -2.98, 2.91], [-2.43, -1.73, 2.17], [-1.66, -0.66, 2.60], [-0.87, -0.74, 3.56], [-1.51, 0.54, 1.68], [-1.03, 1.74, 2.49], [-1.11, 3.05, 1.65], [-2.84, 3.47, 1.05], [-2.75, 2.81, -0.66], [-0.64, 0.23, 0.54], [-1.01, -0.61, -0.46], [-2.10, -1.21, -0.50], [-0.05, -0.86, -1.56], [1.10, -1.77, -1.05], [2.13, -1.23, -0.04], [2.04, -1.60, 1.22], [2.94, -0.81, 1.93], [3.33, 0.25, 1.12], [4.05, 1.45, 1.30], [4.26, 2.36, 0.22], [3.76, 2.05, -1.06], [3.13, 0.84, -1.22], [2.96, -0.11, -0.19], [-0.72, -1.33, -2.76], [-0.29, -1.23, -4.03], [-1.01, -2.01, -5.08], [0.73, -0.59, -4.40], [-2.12, -3.76, 2.51], [-3.81, -3.16, 2.81], [-2.72, -2.81, 3.92], [-3.00, -1.56, 1.34], [-2.48, 0.71, 1.31], [-1.77, 1.80, 3.25], [-0.10, 1.63, 2.98], [-0.46, 3.03, 0.77], [-0.78, 3.96, 2.28], [-2.06, 3.49, -1.16], [-3.74, 2.99, -1.18], [-2.45, 1.73, -0.75], [0.15, 0.80, 0.39], [0.49, 0.13, -1.78], [0.61, -2.59, -0.66], [1.69, -2.27, -1.86], [1.36, -2.34, 1.64], [3.12, -0.89, 2.86], [4.22, 1.77, 2.35], [4.90, 3.28, 0.31], [3.80, 2.70, -1.84], [2.76, 0.55, -2.12], [-1.55, -1.89, -2.63], [-1.43, -2.97, -4.77], [-0.44, -2.18, -5.97], [-1.84, -1.46, -5.45]]
}



Least stable = <1>



<1>
{
  "formula": "C42H52FeN2O6Si2Te",
  "method": "ωB97M-V/def2-TZVPD",
  "spin_multiplicity": 5,
  "s2": 6.01,
  "e_lumo_ha": [0.1479, 0.1479],
  "total_charge": -2,
  "symbols": ["Fe", "C", "O", "C", "C", "C", "C", "C", "C", "O", "C", "O", "C", "H", "H", "H", "H", "H", "H", "H", "H", "H", "C", "Si", "C", "C", "C", "C", "C", "C", "C", "C", "N", "Si", "C", "C", "C", "H", "H", "H", "H", "H", "H", "H", "H", "H", "H", "H", "H", "H", "H", "H", "H", "H", "H", "H", "H", "H", "H", "O", "H", "H", "C", "C", "C", "C", "C", "C", "N", "C", "C", "C", "C", "C", "C", "C", "O", "O", "C", "C", "H", "H", "H", "H", "H", "H", "H", "H", "H", "H", "H", "H", "H", "H", "Te", "C", "C", "C", "C", "C", "C", "H", "H", "H", "H", "H"],
  "positions_angstrom": [[0.93, 0.18, 0.15], [4.52, 5.96, 0.57], [5.19, 5.05, 1.43], [4.58, 3.84, 1.63], [5.30, 2.96, 2.46], [4.76, 1.72, 2.71], [3.53, 1.31, 2.17], [3.02, -0.02, 2.42], [3.83, -1.01, 3.23], [1.91, -0.39, 2.02], [2.80, 2.21, 1.34], [1.66, 1.94, 0.81], [3.37, 3.49, 1.09], [5.15, 6.84, 0.50], [3.54, 6.24, 0.98], [4.37, 5.53, -0.42], [6.24, 3.27, 2.89], [5.30, 1.05, 3.37], [3.80, -0.72, 4.28], [4.87, -1.05, 2.91], [3.36, -1.99, 3.13], [2.80, 4.16, 0.47], [4.30, 0.62, -1.29], [2.82, 1.00, -2.39], [3.55, 0.73, -4.13], [2.50, 2.85, -2.31], [1.31, -0.08, -2.25], [1.52, -1.41, -1.72], [0.97, -2.60, -2.27], [1.27, -3.82, -1.70], [2.11, -3.89, -0.59], [2.57, -2.70, -0.08], [2.30, -1.51, -0.62], [-0.17, 0.30, -3.27], [0.16, 0.12, -5.14], [-1.62, -0.86, -2.91], [-0.81, 2.05, -3.09], [5.02, 1.44, -1.34], [4.79, -0.30, -1.63], [4.03, 0.47, -0.25], [4.53, 1.23, -4.23], [2.90, 1.12, -4.91], [3.70, -0.34, -4.32], [3.45, 3.38, -2.28], [1.93, 3.11, -1.42], [1.95, 3.20, -3.19], [0.35, -2.55, -3.15], [0.85, -4.72, -2.13], [2.35, -4.83, -0.12], [3.20, -2.67, 0.81], [0.68, -0.81, -5.38], [0.77, 0.95, -5.51], [-0.79, 0.14, -5.70], [-1.69, -1.69, -3.62], [-2.56, -0.29, -2.96], [-1.55, -1.28, -1.90], [-0.04, 2.80, -3.28], [-1.21, 2.22, -2.09], [-1.62, 2.22, -3.81], [-0.25, -1.78, 0.84], [-0.97, -1.11, 0.75], [0.06, -1.67, 1.75], [-5.84, -4.18, -4.33], [-6.05, -2.73, -3.96], [-6.88, -1.94, -4.75], [-7.04, -0.59, -4.47], [-6.40, -0.04, -3.38], [-5.58, -0.82, -2.55], [-4.99, -0.16, -1.47], [-4.70, -0.70, -0.22], [-5.59, -1.60, 0.38], [-5.35, -2.06, 1.67], [-4.24, -1.63, 2.38], [-3.35, -0.76, 1.77], [-3.56, -0.29, 0.48], [-2.55, 0.66, -0.16], [-3.00, 1.56, -0.89], [-1.34, 0.45, 0.14], [-5.37, -2.17, -2.87], [-4.38, -3.02, -2.12], [-6.52, -4.47, -5.12], [-6.01, -4.83, -3.47], [-4.82, -4.36, -4.67], [-7.38, -2.39, -5.60], [-7.68, 0.02, -5.10], [-6.54, 1.00, -3.13], [-4.45, 0.69, -1.65], [-6.47, -1.92, -0.16], [-6.05, -2.75, 2.13], [-4.06, -1.96, 3.39], [-2.46, -0.41, 2.30], [-4.86, -3.67, -1.38], [-3.65, -2.42, -1.58], [-3.82, -3.66, -2.81], [-0.41, 1.16, 3.66], [-2.16, 1.31, 4.84], [-2.20, 0.91, 6.18], [-3.36, 0.99, 6.94], [-4.54, 1.48, 6.38], [-4.52, 1.89, 5.06], [-3.36, 1.81, 4.30], [-1.29, 0.53, 6.63], [-3.35, 0.67, 7.98], [-5.45, 1.54, 6.97], [-5.43, 2.27, 4.60], [-3.37, 2.13, 3.27]]
}



<2>
{
  "formula": "C42H52FeN2O6Si2Te",
  "method": "ωB97M-V/def2-TZVPD",
  "spin_multiplicity": 5,
  "s2": 6.01,
  "e_lumo_ha": [0.1561, 0.1561],
  "total_charge": -2,
  "symbols": ["Fe", "C", "O", "C", "C", "C", "C", "C", "C", "O", "C", "O", "C", "H", "H", "H", "H", "H", "H", "H", "H", "H", "C", "Si", "C", "C", "C", "C", "C", "C", "C", "C", "N", "Si", "C", "C", "C", "H", "H", "H", "H", "H", "H", "H", "H", "H", "H", "H", "H", "H", "H", "H", "H", "H", "H", "H", "H", "H", "H", "O", "H", "H", "C", "C", "C", "C", "C", "C", "N", "C", "C", "C", "C", "C", "C", "C", "O", "O", "C", "C", "H", "H", "H", "H", "H", "H", "H", "H", "H", "H", "H", "H", "H", "H", "Te", "C", "C", "C", "C", "C", "C", "H", "H", "H", "H", "H"],
  "positions_angstrom": [[0.31, 0.88, 0.01], [3.91, 6.21, 2.82], [3.49, 5.54, 3.98], [2.68, 4.45, 3.79], [2.53, 3.60, 4.89], [1.82, 2.43, 4.74], [1.24, 2.06, 3.52], [0.66, 0.75, 3.30], [0.19, -0.11, 4.45], [0.49, 0.28, 2.18], [1.30, 2.98, 2.41], [0.69, 2.78, 1.32], [2.05, 4.17, 2.60], [4.71, 6.89, 3.12], [3.10, 6.80, 2.37], [4.29, 5.52, 2.07], [3.00, 3.86, 5.83], [1.75, 1.78, 5.60], [0.63, 0.15, 5.41], [0.41, -1.15, 4.21], [-0.90, -0.01, 4.52], [2.14, 4.83, 1.75], [5.31, -1.27, -0.88], [3.41, -1.10, -0.66], [2.72, -2.64, -1.52], [3.16, -1.39, 1.20], [2.71, 0.56, -1.15], [2.07, 0.70, -2.44], [2.44, -0.07, -3.58], [1.83, 0.12, -4.79], [0.82, 1.08, -4.92], [0.51, 1.80, -3.78], [1.09, 1.63, -2.60], [3.66, 2.05, -0.62], [5.20, 2.15, -1.79], [2.87, 3.76, -0.85], [4.43, 1.93, 1.11], [5.64, -2.25, -0.52], [5.85, -0.51, -0.30], [5.63, -1.18, -1.92], [3.35, -3.51, -1.29], [2.66, -2.55, -2.61], [1.71, -2.84, -1.16], [3.23, -2.45, 1.45], [2.16, -1.05, 1.47], [3.88, -0.84, 1.81], [3.26, -0.77, -3.48], [2.13, -0.46, -5.65], [0.32, 1.26, -5.85], [-0.28, 2.56, -3.82], [4.86, 2.24, -2.83], [5.78, 1.23, -1.71], [5.87, 2.99, -1.58], [2.56, 3.90, -1.89], [3.57, 4.56, -0.60], [1.99, 3.85, -0.22], [5.21, 1.17, 1.12], [3.68, 1.67, 1.86], [4.88, 2.88, 1.41], [-0.45, 3.19, -1.08], [-0.09, 3.50, -0.23], [0.32, 2.88, -1.59], [-3.71, -6.35, 2.50], [-3.47, -5.00, 1.88], [-3.20, -3.92, 2.72], [-2.93, -2.67, 2.18], [-2.96, -2.47, 0.82], [-3.27, -3.53, -0.03], [-3.40, -3.35, -1.40], [-3.09, -2.21, -2.15], [-4.01, -1.81, -3.12], [-3.75, -0.72, -3.94], [-2.59, 0.02, -3.76], [-1.68, -0.38, -2.79], [-1.89, -1.50, -2.00], [-0.73, -2.00, -1.14], [-0.57, -3.22, -1.06], [0.03, -1.12, -0.64], [-3.49, -4.82, 0.50], [-3.73, -5.96, -0.45], [-3.79, -6.27, 3.58], [-2.89, -7.04, 2.27], [-4.64, -6.80, 2.13], [-3.20, -4.06, 3.79], [-2.70, -1.83, 2.83], [-2.76, -1.49, 0.40], [-4.03, -3.99, -1.86], [-4.93, -2.37, -3.24], [-4.48, -0.44, -4.69], [-2.39, 0.88, -4.38], [-0.76, 0.17, -2.65], [-3.03, -5.88, -1.29], [-4.75, -5.94, -0.86], [-3.58, -6.92, 0.03], [-2.14, 1.13, 1.07], [-4.08, 0.88, 0.23], [-4.52, 1.62, -0.87], [-5.82, 1.53, -1.34], [-6.73, 0.68, -0.73], [-6.31, -0.08, 0.36], [-5.01, 0.03, 0.82], [-3.82, 2.29, -1.36], [-6.13, 2.13, -2.19], [-7.75, 0.62, -1.09], [-7.01, -0.75, 0.84], [-4.71, -0.57, 1.68]]
}



Least stable = <2>



<1>
{
  "formula": "CH3BrOS",
  "method": "ωB97M-V/def2-TZVPD",
  "spin_multiplicity": 1,
  "e_lumo_ha": -0.0111,
  "symbols": ["C", "O", "S", "Br", "H", "H", "H"],
  "positions_angstrom": [[-0.80, -0.21, -0.24], [1.24, -0.60, 1.35], [0.63, 0.54, 0.73], [2.16, 1.38, -0.67], [-0.83, -1.20, 0.27], [-0.66, -0.38, -1.35], [-1.73, 0.47, -0.10]]
}



<2>
{
  "formula": "CH3BrOS",
  "method": "ωB97M-V/def2-TZVPD",
  "spin_multiplicity": 1,
  "smiles": "COSBr",
  "e_lumo_ha": 0.0034,
  "symbols": ["C", "O", "S", "Br", "H", "H", "H"],
  "positions_angstrom": [[0.96, -0.05, 0.02], [-0.31, -0.58, 0.44], [-1.57, -0.69, -0.57], [-2.94, 0.85, 0.08], [0.95, 0.88, -0.43], [1.56, -0.68, -0.56], [1.34, 0.26, 1.02]]
}



Least stable = <2>



<1>
{
  "formula": "C4H6F2O",
  "method": "ωB97M-V/def2-TZVPD",
  "spin_multiplicity": 1,
  "smiles": "C[C@]1(F)CO[C@@H]1F",
  "e_lumo_ha": 0.0372,
  "symbols": ["C", "C", "F", "C", "O", "C", "F", "H", "H", "H", "H", "H", "H"],
  "positions_angstrom": [[-0.55, -1.05, 0.00], [-0.12, 0.18, 0.69], [-0.97, 0.64, 1.65], [0.24, 1.38, -0.38], [1.57, 1.37, 0.12], [1.45, 0.34, 1.03], [2.15, -0.75, 0.64], [-1.16, -0.92, -1.00], [-1.09, -1.73, 0.73], [0.31, -1.56, -0.33], [0.28, 0.98, -1.42], [-0.40, 2.26, -0.10], [1.54, 0.58, 2.07]]
}



<2>
{
  "formula": "C4H6F2O",
  "method": "ωB97M-V/def2-TZVPD",
  "spin_multiplicity": 1,
  "e_lumo_ha": 0.0304,
  "symbols": ["C", "C", "C", "C", "O", "F", "F", "H", "H", "H", "H", "H", "H"],
  "positions_angstrom": [[-0.17, 0.19, -0.06], [-0.38, 0.63, -1.42], [0.79, 1.02, 0.75], [-0.32, -1.73, 0.58], [-1.41, 0.65, -0.51], [-0.56, -0.11, -2.62], [0.13, 1.78, -1.86], [1.71, 0.67, 0.48], [0.51, 0.78, 1.89], [0.65, 2.02, 0.65], [-0.86, -1.47, 1.50], [0.69, -2.05, 0.78], [-0.77, -2.39, -0.16]]
}



<3>
{
  "formula": "C4H6F2O",
  "method": "ωB97M-V/def2-TZVPD",
  "spin_multiplicity": 1,
  "e_lumo_ha": 0.0255,
  "symbols": ["C", "C", "C", "C", "H", "H", "H", "H", "H", "H", "O", "F", "F"],
  "positions_angstrom": [[0.51, 1.16, -0.79], [0.01, -0.15, -0.20], [1.07, -0.77, 0.71], [-1.40, -0.57, 0.18], [0.70, 2.07, 0.26], [1.61, 0.73, -1.17], [-0.36, 1.83, -1.78], [0.35, -1.17, 1.59], [1.83, -0.12, 0.89], [-1.24, -1.40, 1.09], [0.88, -1.27, -0.58], [-1.81, 0.59, 0.75], [-2.17, -0.92, -0.95]]
}



Least stable = <3>



<1>
{
  "formula": "CH3Br2OP",
  "method": "ωB97M-V/def2-TZVPD",
  "spin_multiplicity": 1,
  "e_lumo_ha": -0.0606,
  "symbols": ["C", "O", "P", "Br", "Br", "H", "H", "H"],
  "positions_angstrom": [[1.35, -0.10, 0.15], [-1.11, 0.30, -1.81], [-0.99, 0.13, -0.38], [-2.00, 1.92, 0.64], [-2.00, -1.68, 0.65], [1.33, -0.56, 1.22], [1.68, -0.85, -0.45], [1.73, 0.85, -0.01]]
}



<2>
{
  "formula": "CH3Br2OP",
  "method": "ωB97M-V/def2-TZVPD",
  "spin_multiplicity": 1,
  "e_lumo_ha": [-0.1041, -0.1041],
  "symbols": ["C", "O", "P", "Br", "Br", "H", "H", "H"],
  "positions_angstrom": [[-1.05, 0.92, 0.09], [-1.00, 0.07, -0.89], [1.86, -1.29, -1.09], [2.09, 0.03, 0.70], [1.31, -3.18, -0.13], [-1.80, 0.64, 0.82], [-1.40, 1.96, -0.04], [-0.01, 0.84, 0.54]]
}



Least stable = <2>



<1>
{
  "formula": "C2H3N2O",
  "method": "ωB97M-V/def2-TZVPD",
  "spin_multiplicity": 1,
  "smiles": "CC(=O)[N+]#N",
  "e_lumo_ha": -0.2864,
  "total_charge": 1,
  "symbols": ["C", "C", "O", "N", "N", "H", "H", "H"],
  "positions_angstrom": [[0.96, -0.01, -0.04], [-0.40, 0.48, 0.15], [-0.98, 1.59, 0.26], [-1.38, -0.59, -0.13], [-2.31, -1.17, -0.10], [1.10, -1.09, -0.30], [1.45, 0.24, 0.82], [1.56, 0.56, -0.65]]
}



<2>
{
  "formula": "C2H3N2O",
  "method": "ωB97M-V/def2-TZVPD",
  "spin_multiplicity": 1,
  "e_lumo_ha": -0.2049,
  "total_charge": 1,
  "symbols": ["C", "C", "N", "N", "O", "H", "H", "H"],
  "positions_angstrom": [[-1.28, 1.00, -0.06], [-0.24, 0.14, -0.04], [-3.53, -1.50, 0.15], [-2.81, -0.71, -0.18], [-1.90, 1.92, 0.07], [-0.07, -0.26, -1.13], [-0.38, -0.51, 0.83], [0.80, 0.75, 0.02]]
}



Least stable = <1>